Record 1
C72H67ClF11INO9PS | ωB97M-V/def2-TZVPD

As for the net charge: 0. As for the HOMO energy: -0.3347 Ha. As for the energy above the lowest of the compared OMol25 structures with the same formula, charge and spin: 0.000 eV.

Geometry as XYZ:
```
164
C72H67ClF11INO9PS ωB97M-V/def2-TZVPD
C 3.12 -0.29 3.06
C 2.24 0.69 3.79
O 1.39 0.34 4.57
O 2.49 2.03 3.52
C 1.34 2.80 3.29
O 0.76 3.34 4.20
C 0.98 2.94 1.83
C -0.41 2.43 1.47
F -1.24 3.45 1.06
N -1.07 1.84 2.63
C -1.44 0.51 2.44
O -2.34 -0.09 2.97
C -0.41 0.04 1.38
C -0.49 -1.36 0.80
C -0.80 -2.41 1.87
C -0.41 -3.81 1.41
C -0.38 -4.85 2.53
S -1.59 -4.61 3.82
O -2.91 -4.49 3.31
O -1.16 -3.62 4.75
Cl -1.47 -6.43 4.80
C -0.51 1.26 0.45
I -2.59 1.16 -0.32
P 0.43 1.26 -1.11
O 0.53 -0.08 -1.70
O 1.91 1.86 -0.88
O -0.29 2.26 -2.13
H 3.10 -1.20 3.63
H 2.72 -0.49 2.07
H 4.14 0.05 3.02
H 0.99 4.01 1.63
H 1.77 2.50 1.24
H -1.72 2.44 3.12
H 0.58 0.12 1.82
H -1.14 -1.43 -0.06
H 0.50 -1.59 0.42
H -1.87 -2.37 2.08
H -0.31 -2.11 2.80
H -1.07 -4.10 0.61
H 0.61 -3.75 1.05
H -0.55 -5.85 2.15
H 0.58 -4.86 3.03
H 1.97 2.77 -1.17
H 0.14 2.16 -2.98
F 2.22 -4.93 0.79
C 2.83 -5.53 -0.26
C 4.20 -5.54 -0.33
C 4.82 -6.16 -1.40
C 4.05 -6.75 -2.40
C 2.66 -6.73 -2.31
C 2.04 -6.11 -1.24
H 4.78 -5.07 0.46
H 5.90 -6.19 -1.47
H 4.53 -7.24 -3.23
H 2.06 -7.19 -3.09
H 0.96 -6.09 -1.15
F 2.48 -3.31 4.19
C 2.82 -4.56 4.58
C 4.02 -5.09 4.14
C 4.36 -6.37 4.55
C 3.51 -7.10 5.37
C 2.31 -6.54 5.80
C 1.97 -5.26 5.40
H 4.66 -4.51 3.50
H 5.30 -6.80 4.22
H 3.78 -8.10 5.68
H 1.64 -7.11 6.43
H 1.04 -4.80 5.73
F -5.24 -0.09 -0.94
C -5.80 -0.23 -2.17
C -5.06 0.07 -3.29
C -5.64 -0.08 -4.54
C -6.96 -0.52 -4.64
C -7.69 -0.81 -3.50
C -7.11 -0.68 -2.25
H -4.04 0.41 -3.18
H -5.07 0.15 -5.43
H -7.41 -0.62 -5.62
H -8.71 -1.15 -3.59
H -7.66 -0.91 -1.34
F -7.20 2.39 -5.07
C -8.26 3.09 -4.61
C -8.46 3.16 -3.25
C -9.54 3.88 -2.77
C -10.41 4.50 -3.65
C -10.19 4.41 -5.02
C -9.10 3.70 -5.51
H -7.77 2.66 -2.58
H -9.70 3.95 -1.70
H -11.25 5.06 -3.28
H -10.87 4.89 -5.71
H -8.91 3.62 -6.57
F -8.94 6.94 -2.47
C -7.79 7.26 -1.85
C -6.78 6.31 -1.78
C -5.59 6.64 -1.16
C -5.42 7.90 -0.60
C -6.45 8.84 -0.67
C -7.64 8.52 -1.31
H -6.94 5.33 -2.22
H -4.79 5.92 -1.11
H -4.49 8.16 -0.11
H -6.32 9.82 -0.24
H -8.44 9.24 -1.38
F 6.57 -3.83 2.34
C 7.20 -2.86 3.03
C 6.95 -1.54 2.70
C 7.60 -0.54 3.42
C 8.48 -0.87 4.43
C 8.72 -2.20 4.74
C 8.07 -3.20 4.04
H 6.27 -1.30 1.90
H 7.41 0.50 3.17
H 8.99 -0.09 4.99
H 9.41 -2.46 5.54
H 8.24 -4.25 4.27
F -5.50 9.96 -3.54
C -5.30 9.18 -4.62
C -6.28 8.27 -4.98
C -6.07 7.47 -6.09
C -4.89 7.57 -6.81
C -3.92 8.48 -6.43
C -4.12 9.29 -5.32
H -7.19 8.21 -4.40
H -6.84 6.76 -6.39
H -4.73 6.93 -7.68
H -2.99 8.55 -6.99
H -3.37 10.01 -5.01
F -1.28 10.25 -3.26
C -1.20 10.47 -1.94
C -0.44 11.53 -1.48
C -0.36 11.76 -0.12
C -1.03 10.93 0.77
C -1.78 9.86 0.29
C -1.87 9.63 -1.07
H 0.08 12.16 -2.19
H 0.22 12.59 0.26
H -0.96 11.11 1.84
H -2.30 9.21 0.98
H -2.46 8.81 -1.47
F 0.99 -9.07 -1.39
C 1.64 -9.78 -0.44
C 0.95 -10.75 0.26
C 1.62 -11.48 1.23
C 2.95 -11.22 1.50
C 3.63 -10.24 0.79
C 2.97 -9.51 -0.19
H -0.10 -10.93 0.04
H 1.09 -12.25 1.78
H 3.47 -11.79 2.26
H 4.67 -10.03 1.00
H 3.48 -8.74 -0.76
F 10.02 -2.10 -0.15
C 10.67 -3.21 0.25
C 9.96 -4.22 0.85
C 10.63 -5.36 1.26
C 12.00 -5.47 1.08
C 12.70 -4.43 0.48
C 12.04 -3.29 0.05
H 8.89 -4.12 0.99
H 10.08 -6.17 1.73
H 12.52 -6.36 1.40
H 13.77 -4.51 0.34
H 12.56 -2.48 -0.42
```

Results of the Löwdin charge analysis, in e, for atoms 1 through 8: 0.04 -0.48 0.16 0.08 -0.40 0.18 0.02 -0.48

---

Record 2
C72H96O48 | ωB97M-V/def2-TZVPD

As for the net charge: 0. As for the HOMO energy: -0.3602 Ha.

Geometry as XYZ:
```
216
C72H96O48 ωB97M-V/def2-TZVPD
C -4.11 0.89 -7.82
O -2.81 0.47 -7.23
C -2.90 -0.68 -6.59
O -3.91 -1.41 -6.54
O -1.84 -1.06 -5.95
C -0.66 -0.28 -6.05
H -3.89 1.91 -8.15
H -4.89 0.85 -7.05
H -4.42 0.28 -8.69
H 0.04 -0.58 -5.29
H -0.83 0.84 -5.77
H -0.14 -0.37 -7.01
C -3.31 -4.05 5.19
O -2.39 -3.87 4.08
C -2.35 -2.72 3.37
O -3.23 -1.88 3.49
O -1.31 -2.61 2.61
C -1.09 -1.43 1.82
H -3.15 -3.26 5.91
H -2.96 -5.00 5.59
H -4.32 -4.02 4.79
H -0.91 -0.52 2.49
H -1.97 -1.21 1.26
H -0.32 -1.80 1.13
C -7.71 1.97 -2.04
O -7.18 2.34 -3.34
C -6.21 1.54 -3.87
O -5.90 1.58 -5.04
O -5.64 0.72 -2.94
C -4.70 -0.22 -3.38
H -8.38 1.11 -2.14
H -8.21 2.87 -1.74
H -6.86 1.75 -1.36
H -3.91 0.19 -4.07
H -5.20 -1.00 -4.02
H -4.24 -0.62 -2.51
C -3.33 3.62 -5.40
O -2.28 4.45 -4.91
C -1.57 4.02 -3.90
O -1.72 2.92 -3.43
O -0.69 4.90 -3.36
C -0.76 6.29 -3.66
H -3.72 4.12 -6.32
H -4.02 3.39 -4.61
H -2.88 2.70 -5.80
H -1.10 6.45 -4.68
H 0.24 6.80 -3.59
H -1.33 6.73 -2.88
C 1.63 -2.74 -3.08
O 2.51 -2.31 -2.05
C 2.43 -2.85 -0.85
O 1.62 -3.71 -0.57
O 3.32 -2.34 -0.03
C 3.32 -2.91 1.25
H 1.09 -1.85 -3.42
H 0.92 -3.43 -2.69
H 2.22 -3.15 -3.89
H 4.27 -2.71 1.66
H 3.13 -3.96 1.23
H 2.58 -2.39 1.83
C -4.89 5.42 2.73
O -5.09 4.41 1.72
C -4.56 4.56 0.49
O -3.71 5.33 0.15
O -5.03 3.53 -0.20
C -4.38 3.42 -1.48
H -5.84 6.00 2.95
H -4.10 6.15 2.36
H -4.43 5.05 3.58
H -4.67 4.17 -2.21
H -4.59 2.37 -1.78
H -3.33 3.46 -1.39
C 3.10 1.86 7.09
O 3.17 2.49 5.75
C 4.12 2.04 5.04
O 4.88 1.14 5.34
O 4.23 2.67 3.84
C 5.34 2.12 3.04
H 4.06 2.20 7.44
H 2.91 0.77 7.11
H 2.27 2.28 7.61
H 6.29 2.36 3.59
H 5.28 2.65 2.10
H 5.26 1.07 2.97
C -6.12 -6.82 2.11
O -5.90 -5.38 2.17
C -4.74 -4.90 1.71
O -3.69 -5.53 1.62
O -4.89 -3.62 1.44
C -3.80 -2.90 0.89
H -5.35 -7.55 2.30
H -6.39 -7.01 1.06
H -6.93 -6.97 2.84
H -3.76 -1.89 1.28
H -3.87 -2.97 -0.18
H -2.93 -3.49 1.10
C 4.23 -5.65 6.06
O 3.18 -5.13 5.20
C 3.42 -5.33 3.92
O 4.46 -5.76 3.42
O 2.35 -4.95 3.17
C 1.04 -4.68 3.70
H 5.11 -4.99 5.92
H 4.58 -6.67 5.74
H 3.88 -5.65 7.07
H 0.57 -5.50 4.30
H 0.40 -4.43 2.83
H 1.19 -3.82 4.33
C -0.14 -3.82 -6.37
O -0.93 -5.05 -6.36
C -0.69 -5.76 -5.22
O -0.06 -5.37 -4.29
O -1.19 -6.98 -5.40
C -1.03 -8.01 -4.51
H -0.61 -3.12 -7.06
H 0.87 -4.06 -6.61
H -0.18 -3.34 -5.36
H -2.01 -8.34 -4.07
H -0.29 -7.71 -3.73
H -0.62 -8.85 -5.06
C 3.12 -1.68 5.31
O 2.01 -0.87 4.84
C 0.89 -0.97 5.54
O 0.67 -1.75 6.46
O 0.03 -0.09 5.10
C -1.20 -0.04 5.86
H 2.98 -1.97 6.32
H 4.05 -1.14 5.22
H 3.16 -2.54 4.68
H -1.72 0.88 5.52
H -1.01 -0.07 6.93
H -1.95 -0.81 5.66
C 2.55 0.47 1.88
O 1.74 -0.18 0.94
C 0.78 0.63 0.37
O 0.42 1.75 0.74
O 0.10 -0.04 -0.58
C -1.04 0.66 -1.14
H 3.12 -0.36 2.37
H 2.02 1.05 2.61
H 3.26 1.14 1.38
H -1.22 0.13 -2.07
H -0.79 1.69 -1.28
H -1.87 0.56 -0.50
C -5.52 0.82 3.01
C -5.43 0.34 1.77
C -4.28 0.69 1.02
O -4.06 0.21 -0.10
C -3.26 1.54 1.65
C -3.33 1.92 2.90
C -4.52 1.74 3.70
O -4.72 2.23 4.79
H -6.38 0.52 3.67
H -6.03 -0.35 1.21
H -2.29 1.74 1.16
H -2.54 2.53 3.41
C -3.58 -4.64 -4.22
C -3.01 -3.41 -4.28
C -2.11 -2.92 -3.19
O -1.48 -1.84 -3.32
C -1.82 -3.83 -2.07
C -2.52 -4.97 -1.94
C -3.40 -5.51 -3.03
O -3.92 -6.61 -2.93
H -4.16 -5.05 -5.03
H -3.19 -2.75 -5.08
H -1.19 -3.48 -1.24
H -2.43 -5.65 -1.09
C 4.49 -0.29 -3.56
C 5.06 0.01 -2.43
C 4.47 1.00 -1.51
O 4.92 1.13 -0.38
C 3.21 1.75 -1.94
C 2.74 1.57 -3.18
C 3.34 0.47 -4.03
O 2.79 0.22 -5.08
H 4.79 -0.98 -4.34
H 5.94 -0.50 -2.08
H 2.76 2.34 -1.19
H 1.88 2.05 -3.55
C 5.51 6.37 -1.25
C 6.19 5.28 -0.88
C 6.13 4.79 0.46
O 6.79 3.78 0.78
C 5.28 5.54 1.39
C 4.61 6.64 1.00
C 4.57 7.15 -0.42
O 3.86 8.08 -0.79
H 5.53 6.73 -2.31
H 6.82 4.67 -1.46
H 5.34 5.10 2.36
H 4.02 7.22 1.71
C 1.36 4.14 3.14
C 2.10 4.10 2.03
C 1.61 4.63 0.76
O 2.38 4.64 -0.19
C 0.25 5.14 0.61
C -0.50 5.13 1.69
C -0.05 4.66 3.03
O -0.86 4.62 3.97
H 1.74 3.84 4.15
H 3.07 3.65 2.13
H -0.07 5.39 -0.42
H -1.52 5.59 1.70
C 9.19 2.17 -0.30
C 9.73 2.41 0.90
C 9.25 1.65 2.06
O 9.88 1.71 3.06
C 8.27 0.58 1.92
C 7.69 0.41 0.72
C 8.10 1.19 -0.49
O 7.71 0.89 -1.61
H 9.63 2.67 -1.14
H 10.42 3.22 1.04
H 8.09 -0.11 2.70
H 7.03 -0.38 0.48
```

Results of the Löwdin charge analysis, in e, for atoms 1 through 8: 0.01 -0.01 -0.63 0.06 -0.02 -0.04 0.09 0.08